C17H22F3N4O3PPd | wB97M-V/def2-TZVPD

Each line ends with the natural charge from an NBO analysis.
CARTESIAN COORDINATES (ANGSTROEM)
Pd: -0.04 0.34 -0.11  0.523
F: 4.50 1.27 -0.79  -0.280
C: 4.47 0.15 -0.09  0.908
F: 4.75 0.43 1.18  -0.289
F: 5.36 -0.70 -0.57  -0.277
C: 3.04 -0.45 -0.15  0.747
O: 2.97 -1.70 0.24  -0.526
O: 2.13 0.27 -0.51  -0.608
C: 0.40 2.50 0.01  -0.359
C: -0.71 3.06 0.74  -0.116
C: -1.84 3.54 0.05  -0.155
C: -2.84 4.22 0.71  -0.199
C: -2.75 4.40 2.10  -0.128
C: -1.66 3.90 2.80  -0.157
C: -0.65 3.24 2.13  -0.161
C: -3.80 5.11 2.77  0.226
N: -4.66 5.67 3.29  -0.205
H: 1.36 2.42 0.51  0.233
H: 0.43 2.66 -1.06  0.234
H: -1.87 3.44 -1.03  0.212
H: -3.68 4.64 0.17  0.243
H: -1.60 4.06 3.87  0.257
H: 0.22 2.88 2.67  0.236
C: -5.31 -1.09 -1.05  -0.053
N: -5.07 0.43 -1.10  -0.389
C: -5.45 1.03 0.27  -0.053
N: -4.75 0.37 1.31  -0.431
C: -5.03 -1.07 1.31  -0.073
N: -4.62 -1.66 0.04  -0.429
C: -3.17 -1.71 -0.13  -0.514
P: -2.45 0.01 -0.18  0.816
C: -3.63 0.73 -1.43  -0.539
C: -3.32 0.65 1.34  -0.530
H: -4.98 -1.51 -2.00  0.231
H: -6.39 -1.23 -0.95  0.241
H: -5.67 0.84 -1.82  0.445
H: -6.53 0.89 0.38  0.240
H: -5.22 2.09 0.24  0.232
H: -6.10 -1.23 1.45  0.232
H: -4.50 -1.54 2.13  0.231
H: -2.92 -2.25 -1.05  0.244
H: -2.72 -2.25 0.71  0.253
H: -3.41 0.33 -2.42  0.258
H: -3.50 1.81 -1.47  0.258
H: -3.16 1.73 1.44  0.263
H: -2.89 0.17 2.22  0.255
C: 0.76 -2.46 0.29  0.127
O: 0.05 -1.63 0.84  -0.496
H: 0.96 -3.37 0.88  0.214
H: 2.14 -1.89 0.30  0.420
H: 0.60 -2.63 -0.78  0.191

## Properties
HOMO energy (spin up / spin down): -14.47 / -14.15 eV
Calculated total energy: -50991.112 eV
Lowest unoccupied orbital energy (spin up / spin down): -7.61 / -7.39 eV
ΔE to the lowest compared entry with this formula, charge and spin: 63.0 kcal per mole
Orbital gap (spin up / spin down): 6.9 / 6.8 eV
Charge: +2



C17H22F5N3O6S | wB97M-V/def2-TZVPD

Each line ends with the natural charge from an NBO analysis.
CARTESIAN COORDINATES (ANGSTROEM)
H: 1.73 -4.42 -0.89  0.329
N: 2.56 -4.72 -0.33  -0.620
C: 3.49 -3.67 -0.28  0.305
C: 4.85 -3.98 0.62  -0.693
C: 3.20 -2.21 -1.05  -0.511
C: 1.81 -1.57 -0.39  -0.020
C: 0.57 -1.37 -1.23  -0.269
C: -0.78 -0.75 -0.46  0.518
O: -1.64 0.08 -1.05  -0.491
C: -0.99 -1.32 1.10  -0.323
S: -2.74 -1.74 1.73  1.878
O: -3.77 -0.68 1.29  -0.799
O: -2.67 -1.78 3.31  -0.835
C: -3.09 -3.48 1.11  0.412
F: -2.45 -4.54 1.96  -0.290
F: -2.43 -3.57 -0.25  -0.323
C: -4.68 -3.83 0.88  0.937
F: -5.38 -4.14 2.18  -0.303
F: -4.71 -5.12 0.10  -0.318
F: -5.43 -2.85 0.07  -0.287
C: 0.24 -1.49 1.94  -0.158
C: 1.70 -1.12 1.21  0.506
O: 2.72 -0.54 1.85  -0.487
H: 5.07 -3.12 1.41  0.237
H: 5.75 -4.13 -0.14  0.239
H: 4.78 -4.98 1.24  0.253
H: 4.12 -1.48 -0.99  0.279
H: 2.94 -2.50 -2.17  0.256
H: 0.50 -1.66 -2.37  0.275
H: 0.18 -1.88 3.06  0.302
C: 2.94 4.34 -0.20  -0.413
N: 3.72 3.53 -1.11  -0.616
C: 4.26 2.30 -0.88  0.670
C: 4.06 1.67 0.46  -0.714
O: 4.90 1.75 -1.78  -0.644
H: 1.97 4.53 -0.66  0.202
H: 3.46 5.30 -0.07  0.199
H: 2.81 3.87 0.77  0.212
H: 3.90 3.89 -2.04  0.404
H: 4.55 0.69 0.48  0.243
H: 4.50 2.29 1.24  0.231
H: 2.99 1.52 0.65  0.227
C: -3.71 2.34 -0.01  -0.416
N: -3.15 3.30 -0.94  -0.615
C: -3.78 4.33 -1.56  0.671
C: -5.24 4.55 -1.29  -0.720
O: -3.15 5.06 -2.33  -0.641
H: -3.16 2.41 0.93  0.192
H: -3.57 1.34 -0.43  0.223
H: -4.77 2.51 0.17  0.208
H: -2.17 3.22 -1.17  0.400
H: -5.60 5.41 -1.86  0.244
H: -5.82 3.67 -1.60  0.227
H: -5.40 4.75 -0.23  0.226

## Properties
SMILES string: [H]/N=C(/C)CC1=CC(=O)C(S(=O)(=O)C(F)(F)C(F)(F)F)=CC1=O.CNC(C)=O.CNC(C)=O
HOMO energy: -9.14 eV
Calculated total energy: -59150.679 eV
Lowest unoccupied orbital energy: -2.91 eV
Orbital gap: 6.2 eV
Charge: 0



C17H22F9N2O7 | wB97M-V/def2-TZVPD

Each line ends with the natural charge from an NBO analysis.
CARTESIAN COORDINATES (ANGSTROEM)
N: -2.88 1.28 3.16  -0.328
C: -2.42 1.47 2.10  0.497
O: -2.04 2.01 0.99  -0.478
C: -1.65 1.02 -0.02  0.237
C: -2.50 1.30 -1.23  -0.423
C: -1.98 2.72 -1.57  -0.499
C: -0.54 2.48 -1.31  0.341
N: -0.35 1.52 -0.50  -0.424
H: -1.67 0.04 0.41  0.254
H: -2.24 0.70 -2.08  0.251
H: -3.55 1.19 -1.07  0.267
H: -2.40 3.54 -1.01  0.295
H: -2.08 2.99 -2.61  0.271
H: 0.24 3.00 -1.83  0.259
H: 0.57 1.17 -0.25  0.472
C: -1.70 0.00 5.91  -0.638
C: -3.14 -0.47 5.98  -0.079
O: -3.22 -1.73 6.66  -0.481
C: -3.23 -1.68 7.98  0.691
O: -3.18 -0.70 8.65  -0.536
C: -3.38 -3.10 8.55  0.898
F: -2.58 -3.96 7.91  -0.309
F: -4.64 -3.52 8.41  -0.308
F: -3.07 -3.13 9.83  -0.295
H: -1.08 -0.77 5.44  0.205
H: -1.62 0.91 5.33  0.225
H: -1.29 0.18 6.90  0.226
H: -3.53 -0.63 4.98  0.198
H: -3.77 0.27 6.47  0.204
C: 0.85 -4.24 -3.18  -0.640
C: 0.89 -4.18 -1.67  -0.081
O: 1.89 -3.24 -1.22  -0.448
C: 1.54 -1.98 -1.18  0.706
O: 0.48 -1.50 -1.47  -0.601
C: 2.70 -1.14 -0.63  0.898
F: 3.87 -1.46 -1.16  -0.284
F: 2.79 -1.26 0.69  -0.297
F: 2.46 0.16 -0.91  -0.338
H: 1.83 -4.47 -3.58  0.227
H: 0.15 -5.01 -3.51  0.238
H: 0.53 -3.29 -3.61  0.216
H: 1.19 -5.14 -1.26  0.214
H: -0.08 -3.93 -1.25  0.199
C: 3.83 1.78 -3.01  -0.630
C: 4.42 2.37 -4.27  -0.084
O: 3.58 2.08 -5.40  -0.467
C: 2.52 2.86 -5.54  0.696
O: 2.19 3.75 -4.82  -0.564
C: 1.75 2.46 -6.81  0.898
F: 1.64 1.13 -6.91  -0.307
F: 2.39 2.91 -7.89  -0.296
F: 0.53 2.98 -6.80  -0.302
H: 3.65 0.71 -3.13  0.214
H: 4.50 1.93 -2.16  0.232
H: 2.87 2.26 -2.79  0.194
H: 5.39 1.92 -4.50  0.210
H: 4.57 3.44 -4.18  0.206

## Properties
HOMO energy: -12.61 eV
Calculated total energy: -59748.494 eV
Lowest unoccupied orbital energy: -4.99 eV
Orbital gap: 7.6 eV
Charge: +1



C17H22FN6O4Pt | wB97M-V/def2-TZVPD

Each line ends with the natural charge from an NBO analysis.
CARTESIAN COORDINATES (ANGSTROEM)
Pt: 0.06 0.68 -0.75  1.057
C: -2.65 -0.04 0.86  -0.234
C: -2.59 1.44 0.49  -0.237
N: -1.97 1.69 -0.83  -0.628
C: -1.71 3.10 -1.12  -0.264
C: -0.56 3.53 -0.26  0.221
C: -0.39 4.79 0.28  -0.226
C: 0.70 5.03 1.10  -0.117
C: 1.57 3.99 1.40  -0.229
C: 1.36 2.75 0.83  0.226
C: 2.21 1.55 1.10  -0.265
N: 1.37 0.36 1.09  -0.599
C: 0.46 0.23 2.26  -0.238
C: -0.58 -0.87 2.06  -0.233
N: -1.36 -0.71 0.84  -0.683
N: 0.33 2.55 -0.01  -0.445
H: -3.29 -0.55 0.13  0.219
H: -3.15 -0.14 1.83  0.202
H: -2.01 2.00 1.23  0.194
H: -3.61 1.86 0.50  0.212
H: -2.54 1.30 -1.58  0.416
H: -2.59 3.73 -0.95  0.216
H: -1.43 3.18 -2.17  0.254
H: -1.11 5.57 0.06  0.246
H: 0.85 6.00 1.54  0.245
H: 2.40 4.13 2.08  0.245
H: 2.76 1.69 2.05  0.216
H: 2.95 1.44 0.31  0.251
H: 1.92 -0.48 0.96  0.419
H: -0.02 1.20 2.41  0.196
H: 1.03 0.02 3.17  0.215
H: -1.22 -0.93 2.95  0.204
H: -0.06 -1.83 1.99  0.217
H: -1.46 -1.60 0.37  0.413
F: 3.66 -4.55 -0.30  -0.289
C: 2.39 -4.30 -0.62  0.235
C: 2.03 -3.88 -1.83  -0.009
N: 0.71 -3.66 -2.18  -0.412
C: 0.42 -2.71 -3.25  -0.328
C: 0.34 -1.27 -2.73  0.776
O: 0.04 -0.35 -3.46  -0.623
O: 0.56 -1.16 -1.44  -0.786
C: -0.30 -3.79 -1.24  0.809
O: -1.44 -3.44 -1.43  -0.638
N: 0.10 -4.34 -0.04  -0.635
C: 1.40 -4.50 0.44  0.596
O: 1.64 -4.77 1.59  -0.555
H: 2.76 -3.71 -2.61  0.236
H: -0.53 -2.93 -3.70  0.267
H: 1.19 -2.79 -4.02  0.239
H: -0.64 -4.47 0.64  0.431

## Properties
HOMO energy (spin up / spin down): -11.07 / -11.07 eV
Calculated total energy: -41075.921 eV
Lowest unoccupied orbital energy (spin up / spin down): -3.69 / -3.69 eV
ΔE to the lowest compared entry with this formula, charge and spin: 27.1 kcal per mole
Orbital gap (spin up / spin down): 7.4 / 7.4 eV
Charge: +1



C17H22N2O3S2 | wB97M-V/def2-TZVPD

Each line ends with the natural charge from an NBO analysis.
CARTESIAN COORDINATES (ANGSTROEM)
C: 1.89 -5.09 -2.15  -0.626
C: 1.43 -3.68 -2.02  -0.020
C: 2.32 -2.66 -1.69  -0.216
C: 1.90 -1.35 -1.60  -0.155
C: 0.57 -1.02 -1.84  -0.059
C: 0.11 0.41 -1.66  -0.243
N: -0.11 0.68 -0.26  -0.644
C: 0.71 1.47 0.45  0.685
O: 1.64 2.09 -0.03  -0.630
C: 0.38 1.57 1.95  -0.138
N: -0.84 2.34 2.12  -0.876
S: -2.31 1.91 1.49  2.337
O: -3.29 2.55 2.32  -0.922
O: -2.43 0.49 1.27  -0.954
C: -2.27 2.69 -0.09  -0.561
C: -2.84 2.27 -1.25  -0.214
C: -2.61 3.17 -2.31  -0.266
C: -1.88 4.25 -1.93  -0.391
S: -1.45 4.19 -0.26  0.527
C: 0.35 0.19 2.64  -0.234
C: 0.12 0.36 4.14  -0.610
C: 1.66 -0.55 2.38  -0.610
C: -0.33 -2.03 -2.16  -0.198
C: 0.10 -3.34 -2.25  -0.212
H: 2.73 -5.29 -1.48  0.216
H: 1.09 -5.79 -1.91  0.216
H: 2.22 -5.29 -3.17  0.221
H: 3.36 -2.91 -1.51  0.207
H: 2.60 -0.57 -1.34  0.214
H: 0.88 1.11 -2.01  0.243
H: -0.82 0.59 -2.21  0.201
H: -0.88 0.22 0.20  0.431
H: 1.19 2.17 2.39  0.234
H: -0.96 2.73 3.05  0.425
H: -3.39 1.35 -1.32  0.241
H: -2.97 3.01 -3.31  0.232
H: -1.55 5.07 -2.53  0.243
H: -0.48 -0.39 2.23  0.222
H: 0.89 0.99 4.58  0.201
H: -0.86 0.80 4.34  0.208
H: 0.15 -0.61 4.63  0.220
H: 2.50 0.03 2.76  0.205
H: 1.81 -0.71 1.32  0.220
H: 1.66 -1.51 2.88  0.215
H: -1.37 -1.78 -2.33  0.206
H: -0.61 -4.11 -2.51  0.208

## Properties
SMILES string: Cc1ccc(CNC(=O)[C@@H](NS(=O)(=O)c2cccs2)C(C)C)cc1
HOMO energy: -8.87 eV
Calculated total energy: -48779.488 eV
Lowest unoccupied orbital energy: 0.53 eV
ΔE to the lowest compared entry with this formula, charge and spin: 6.2 kcal per mole
Orbital gap: 9.4 eV
Charge: 0



C17H22N2O4 | wB97M-V/def2-TZVPD

Each line ends with the natural charge from an NBO analysis.
CARTESIAN COORDINATES (ANGSTROEM)
C: 1.77 5.06 -6.02  -0.382
C: 1.76 3.62 -6.08  -0.166
C: 1.44 2.69 -4.93  -0.488
H: 0.55 2.09 -5.42  0.229
C: 2.51 1.65 -4.83  -0.399
C: 2.08 0.94 -3.68  0.673
O: 1.69 -0.11 -3.90  -0.574
N: 2.23 1.41 -2.41  -0.612
C: 1.86 0.92 -1.19  0.207
C: 1.31 -0.38 -0.96  -0.256
C: 1.18 -0.70 0.37  -0.054
C: 1.21 0.04 1.35  -0.216
C: 1.36 1.21 1.10  -0.084
C: 1.87 1.86 0.05  -0.240
H: 2.20 2.74 -0.21  0.190
H: 1.45 2.17 2.03  0.173
C: 0.51 -0.46 2.72  -0.033
H: 1.46 -0.90 3.20  0.166
H: 0.46 0.30 3.55  0.205
O: -0.42 -1.24 2.69  -0.495
C: -0.78 -1.94 3.77  0.861
O: -0.31 -1.39 4.91  -0.735
N: -1.76 -2.71 3.73  -0.404
C: -2.52 -2.85 2.43  -0.297
H: -1.75 -2.69 1.63  0.287
C: -3.97 -2.61 2.59  -0.093
H: -4.68 -2.90 1.53  0.221
O: -4.48 -3.17 3.73  -0.498
C: -4.00 -2.75 4.77  0.021
H: -4.60 -3.34 5.63  0.166
C: -2.40 -3.38 4.86  -0.214
H: -1.92 -3.15 5.63  0.207
H: -2.47 -4.44 4.77  0.192
H: -4.05 -1.82 4.91  0.146
H: -4.01 -1.47 2.56  0.176
H: -2.37 -4.06 2.37  0.184
H: 0.76 -1.97 0.41  0.165
H: 1.20 -0.77 -1.73  0.192
H: 2.47 2.49 -2.33  0.389
H: 2.97 1.40 -5.56  0.218
H: 3.27 2.51 -4.33  0.165
H: 1.09 3.62 -4.23  0.258
H: 2.14 3.28 -7.20  0.204
H: 2.03 5.66 -7.01  0.204
H: 1.64 5.52 -5.25  0.140

## Properties
HOMO energy: -8.29 eV
Calculated total energy: -29137.238 eV
Lowest unoccupied orbital energy: 0.52 eV
ΔE to the lowest compared entry with this formula, charge and spin: 481.8 kcal per mole
Orbital gap: 8.8 eV
Charge: 0



Q: Among the records above, which one has the highest charge?
A: C17H22F3N4O3PPd